1.
Density functional theory data (ωB97M-V/def2-TZVPD) for a cluster of 8 separate species, C40H92N12O8 in total in a non-equilibrium geometry.

Element x y z (Å)
C: 4.123 2.301 2.477
C: 4.540 2.157 1.018
C: 6.170 1.992 1.074
C: 6.793 1.545 -0.269
C: 6.232 0.169 -0.569
C: 4.685 0.125 -0.616
N: 3.975 0.921 0.428
O: 2.637 0.899 0.471
C: 4.341 0.684 -2.042
C: 4.274 -1.386 -0.340
C: 4.261 3.446 0.258
H: 4.281 1.362 3.008
H: 3.047 2.433 2.593
H: 4.524 3.189 2.966
H: 6.574 3.003 1.128
H: 6.391 1.368 1.940
H: 7.871 1.526 -0.109
H: 6.611 2.280 -1.053
H: 6.595 -0.327 0.331
H: 6.634 -0.236 -1.498
H: 3.295 0.888 -2.274
H: 4.762 1.657 -2.295
H: 4.629 0.125 -2.932
H: 4.387 -1.691 0.701
H: 3.196 -1.471 -0.476
H: 4.757 -2.039 -1.067
H: 3.188 3.465 0.063
H: 4.804 3.389 -0.685
H: 4.619 4.326 0.792
H: 2.353 1.449 -0.263
C: 0.662 -4.817 -0.985
C: 0.072 -4.892 -2.426
C: -0.227 -6.387 -2.742
C: -1.089 -6.510 -3.995
C: -2.331 -5.599 -4.061
C: -1.956 -4.084 -3.808
N: -1.147 -4.038 -2.548
O: -1.019 -2.683 -2.053
C: -1.244 -3.396 -4.987
C: -3.318 -3.406 -3.532
C: 1.279 -4.481 -3.229
H: 1.500 -5.489 -0.803
H: -0.172 -5.021 -0.314
H: 1.055 -3.851 -0.668
H: 0.718 -6.850 -3.025
H: -0.727 -6.808 -1.869
H: -1.456 -7.528 -4.124
H: -0.572 -6.384 -4.946
H: -3.080 -5.870 -3.316
H: -2.790 -5.848 -5.018
H: -0.660 -2.560 -4.602
H: -0.586 -4.210 -5.292
H: -1.910 -3.212 -5.830
H: -3.285 -2.317 -3.500
H: -3.929 -3.579 -4.418
H: -3.963 -3.663 -2.692
H: 2.279 -4.611 -2.817
H: 1.159 -3.414 -3.418
H: 1.219 -4.927 -4.222
H: -1.868 -2.549 -1.624
C: -1.772 2.983 -1.515
C: -1.598 1.999 -2.691
C: -3.028 1.789 -3.291
C: -3.068 1.429 -4.763
C: -2.116 2.268 -5.634
C: -0.646 2.261 -5.066
N: -0.701 2.682 -3.686
O: 0.540 2.751 -3.102
C: 0.164 0.992 -5.468
C: 0.023 3.444 -5.758
C: -1.157 0.577 -2.171
H: -0.790 3.181 -1.085
H: -2.340 2.648 -0.648
H: -2.254 3.909 -1.830
H: -3.548 0.932 -2.862
H: -3.757 2.587 -3.150
H: -4.055 1.458 -5.225
H: -2.806 0.374 -4.837
H: -2.613 3.235 -5.555
H: -2.020 2.194 -6.717
H: 0.871 1.211 -6.268
H: 0.617 0.626 -4.547
H: -0.483 0.195 -5.836
H: -0.017 3.481 -6.846
H: -0.498 4.345 -5.435
H: 1.050 3.384 -5.396
H: -0.288 0.741 -1.535
H: -0.920 -0.099 -2.993
H: -1.976 -0.015 -1.763
H: 0.738 3.687 -3.023
C: -2.476 3.428 6.260
C: -1.170 4.163 5.733
C: 0.124 3.340 6.150
C: 0.335 2.189 5.161
C: 0.346 2.601 3.705
C: -0.979 3.399 3.312
N: -1.151 4.479 4.312
O: -2.096 5.385 3.992
C: -0.831 3.968 1.849
C: -2.093 2.324 3.236
C: -1.026 5.552 6.423
H: -2.157 2.417 6.511
H: -3.233 3.277 5.490
H: -2.922 3.700 7.217
H: 0.992 3.998 6.194
H: -0.022 2.878 7.126
H: -0.378 1.370 5.255
H: 1.287 1.850 5.570
H: 0.305 1.754 3.021
H: 1.170 3.212 3.337
H: -0.073 4.744 1.739
H: -0.798 3.104 1.185
H: -1.647 4.664 1.655
H: -3.039 2.864 3.206
H: -1.993 1.526 2.500
H: -1.985 1.839 4.206
H: -0.847 5.439 7.492
H: -1.988 6.063 6.465
H: -0.332 6.201 5.891
H: -1.642 6.143 3.617
C: -0.517 -1.358 1.313
O: -0.130 -0.904 2.327
N: -1.418 -2.292 1.340
N: -0.122 -1.160 0.193
H: -2.006 -2.209 2.157
H: -1.613 -2.848 0.519
H: 0.563 -0.426 0.080
H: -0.490 -1.554 -0.661
C: 3.455 -1.653 3.458
O: 4.591 -1.956 3.182
N: 2.853 -0.570 3.080
N: 2.706 -2.473 4.103
H: 1.892 -0.876 3.025
H: 3.281 0.097 2.453
H: 1.851 -2.093 4.482
H: 3.037 -3.400 4.331
C: -3.866 -1.358 4.177
O: -3.524 -2.282 3.409
N: -4.342 -1.490 5.338
N: -3.796 -0.137 3.894
H: -4.348 -2.467 5.597
H: -4.559 -0.659 5.870
H: -3.104 0.226 3.255
H: -4.268 0.563 4.449
C: -4.089 -3.904 0.213
O: -3.654 -2.920 -0.248
N: -4.137 -4.106 1.537
N: -4.581 -4.916 -0.446
H: -4.604 -4.838 2.053
H: -3.664 -3.340 1.995
H: -4.614 -4.758 -1.442
H: -5.176 -5.624 -0.040

Computed properties:
structure (SMILES) = CC1(C)CCCC(C)(C)N1O.CC1(C)CCCC(C)(C)N1O.CC1(C)CCCC(C)(C)N1O.CC1(C)CCCC(C)(C)N1O.NC(N)=O.NC(N)=O.NC(N)=O.NC(N)=O
energy above the lowest of the compared OMol25 structures with the same formula, charge and spin = 693.4 kJ/mol
HOMO energy = -7.98 eV
DFT total energy = -77226.3577 eV

Mulliken atomic charge list, values in e, 4 entries:
1. C -3.5317
2. C 1.9996
3. C -1.3313
4. C -0.6897


2.
Density functional theory data (ωB97M-V/def2-TZVPD) for a structure of composition C40H96AsF6N5O3 in a non-equilibrium geometry.

Element x y z (Å)
As: -0.243 -1.584 -0.640
F: 1.050 -2.678 0.006
F: -1.414 -2.924 -0.498
F: -1.524 -0.389 -1.230
F: 0.961 -0.309 -0.817
F: 0.113 -2.187 -2.299
F: -0.645 -1.062 1.002
C: 2.383 -5.985 8.089
C: 3.583 -5.370 7.276
N: 3.033 -4.349 6.114
C: 4.370 -3.939 5.431
C: 2.100 -4.942 4.990
C: 2.573 -6.354 4.541
C: 2.293 -3.177 6.824
C: 2.143 -1.829 6.069
O: 3.407 -1.361 5.840
C: 3.503 -0.096 5.324
H: 1.560 -6.354 7.478
H: 1.910 -5.385 8.867
H: 2.736 -6.828 8.684
H: 4.290 -6.081 6.849
H: 4.137 -4.634 7.858
H: 5.016 -3.323 6.057
H: 4.322 -3.311 4.541
H: 4.743 -4.874 5.012
H: 2.125 -4.309 4.104
H: 1.086 -4.905 5.389
H: 1.934 -6.772 3.763
H: 2.648 -6.998 5.416
H: 3.563 -6.340 4.086
H: 2.638 -3.156 7.858
H: 1.252 -3.436 7.017
H: 1.667 -1.157 6.783
H: 1.547 -2.071 5.189
H: 3.448 0.744 6.017
H: 2.915 0.047 4.417
H: 4.491 0.106 4.909
C: -4.020 2.401 3.843
C: -3.522 3.891 3.997
N: -4.230 4.879 2.956
C: -4.317 4.280 1.551
C: -5.703 5.106 3.472
C: -6.562 5.986 2.443
C: -3.505 6.260 3.095
C: -2.083 6.253 2.559
O: -1.877 5.418 1.423
C: -0.568 4.937 1.043
H: -4.797 2.155 4.567
H: -3.291 1.757 4.333
H: -4.123 2.110 2.798
H: -2.465 3.899 3.731
H: -3.549 4.291 5.010
H: -5.200 3.643 1.499
H: -3.431 3.662 1.408
H: -4.384 4.981 0.718
H: -5.717 5.506 4.485
H: -6.086 4.093 3.601
H: -6.151 6.867 1.951
H: -7.458 6.152 3.042
H: -6.930 5.359 1.632
H: -3.560 6.560 4.142
H: -4.022 6.958 2.437
H: -1.468 5.945 3.404
H: -1.894 7.262 2.192
H: -0.184 4.440 1.934
H: 0.108 5.658 0.585
H: -0.845 4.213 0.277
C: -2.589 6.540 -6.000
C: -1.818 5.401 -5.299
N: -1.501 4.033 -6.050
C: -0.731 3.170 -5.048
C: -2.748 3.180 -6.401
C: -3.594 2.880 -5.107
C: -0.723 4.172 -7.410
C: 0.640 4.808 -7.389
O: 0.551 6.205 -7.192
C: 1.826 6.792 -6.992
H: -2.609 7.347 -5.268
H: -3.623 6.214 -6.107
H: -2.257 6.793 -7.007
H: -2.278 5.088 -4.361
H: -0.894 5.921 -5.048
H: -0.475 2.177 -5.417
H: -1.247 3.051 -4.095
H: 0.149 3.761 -4.796
H: -2.417 2.283 -6.924
H: -3.301 3.862 -7.048
H: -3.143 2.230 -4.356
H: -4.335 2.212 -5.545
H: -4.178 3.759 -4.836
H: -1.445 4.698 -8.033
H: -0.550 3.145 -7.729
H: 1.041 4.864 -8.401
H: 1.313 4.298 -6.701
H: 1.823 7.881 -6.935
H: 2.618 6.544 -7.699
H: 2.342 6.476 -6.086
C: -6.661 -4.081 -2.190
C: -5.587 -4.906 -1.586
C: -6.033 -6.364 -1.345
N: -5.283 -7.059 -0.057
C: -5.739 -6.505 1.332
C: -5.779 -8.528 -0.080
C: -4.605 -9.356 0.410
C: -3.341 -8.646 -0.050
C: -3.763 -7.159 -0.190
H: -7.515 -4.138 -1.515
H: -6.903 -4.376 -3.211
H: -6.349 -3.042 -2.297
H: -5.218 -4.385 -0.703
H: -4.754 -4.905 -2.289
H: -5.795 -6.888 -2.271
H: -7.108 -6.484 -1.213
H: -5.553 -5.432 1.388
H: -5.339 -7.130 2.130
H: -6.828 -6.542 1.344
H: -6.592 -8.839 0.575
H: -5.934 -8.881 -1.100
H: -4.673 -9.390 1.497
H: -4.554 -10.431 0.238
H: -2.490 -8.454 0.604
H: -3.061 -8.922 -1.066
H: -3.378 -6.436 0.529
H: -3.458 -6.835 -1.185
C: 8.521 -0.723 0.502
C: 8.404 -0.511 -1.023
C: 7.130 0.307 -1.421
N: 7.145 0.967 -2.841
C: 6.921 -0.247 -3.782
C: 8.402 1.820 -3.315
C: 8.127 3.238 -2.866
C: 6.528 3.381 -2.773
C: 5.993 1.943 -3.022
H: 8.126 0.140 1.039
H: 9.455 -0.960 1.012
H: 7.869 -1.584 0.651
H: 8.515 -1.508 -1.450
H: 9.331 -0.037 -1.344
H: 6.958 1.036 -0.628
H: 6.247 -0.331 -1.373
H: 7.799 -0.820 -3.485
H: 7.045 -0.063 -4.850
H: 6.038 -0.842 -3.550
H: 8.386 1.754 -4.403
H: 9.396 1.497 -3.006
H: 8.522 3.909 -3.629
H: 8.587 3.288 -1.879
H: 6.101 4.077 -3.494
H: 6.286 3.634 -1.741
H: 5.445 1.919 -3.964
H: 5.289 1.693 -2.228

Computed properties:
total charge = +4
energy above the lowest of the compared OMol25 structures with the same formula, charge and spin = 395.5 kJ/mol
HOMO energy = -16.59 eV
DFT total energy = -133737.1823 eV

Mulliken atomic charge list, values in e, 4 entries:
1. As 2.0751
2. F -0.5272
3. F -0.5086
4. F -0.5526


- Look up the DFT total energy of the first one.
  -77226.3577 eV